(1)
The following is a DFT calculation (ωB97M-V with the def2-TZVPD basis set) of 6 unconnected molecules or ions with the total composition C13H38F3N3O9S in a non-equilibrium geometry.

Each line ends with the Löwdin charge.
Positions of all 67 atoms, in Å:
1 N -5.196 -3.535 11.284  0.259
2 H -6.120 -3.789 11.604  0.031
3 H -4.891 -2.889 11.998  0.064
4 H -5.203 -3.089 10.377  0.082
5 H -4.695 -4.412 11.297  0.038
6 C -9.346 -6.116 11.484  -0.626
7 F -9.934 -5.466 10.431  0.085
8 F -10.327 -6.770 12.102  0.133
9 F -8.388 -6.946 11.123  0.134
10 S -8.584 -4.643 12.507  0.565
11 O -7.875 -5.147 13.674  -0.351
12 O -7.712 -4.087 11.442  -0.390
13 O -9.687 -3.661 12.865  -0.364
14 C -2.200 -2.950 13.475  -0.134
15 C -3.428 -2.392 14.333  -0.207
16 O -4.521 -2.306 13.508  -0.093
17 O -1.721 -1.916 12.547  -0.086
18 H -2.439 -3.834 12.884  0.083
19 H -1.424 -3.180 14.205  0.114
20 H -3.214 -1.429 14.795  0.119
21 H -3.665 -3.000 15.206  0.122
22 H -5.370 -2.062 13.886  0.132
23 H -1.124 -2.290 11.895  0.084
24 C -3.042 1.510 10.608  -0.176
25 C -3.627 1.354 12.066  -0.254
26 O -4.083 0.074 12.170  -0.072
27 O -1.902 0.599 10.422  -0.097
28 H -2.615 2.497 10.432  0.112
29 H -3.853 1.298 9.911  0.106
30 H -4.383 2.127 12.208  0.122
31 H -2.911 1.386 12.888  0.123
32 H -3.256 -0.410 12.228  0.042
33 H -1.239 1.178 10.806  0.080
34 C -5.339 -6.938 11.185  -0.047
35 C -4.238 -6.487 12.124  -0.440
36 C -3.445 -7.592 12.773  -0.158
37 O -2.144 -7.146 13.318  -0.191
38 C -1.024 -8.000 12.997  -0.101
39 N -3.389 -5.625 11.303  0.024
40 H -5.954 -7.667 11.713  0.091
41 H -4.982 -7.430 10.280  0.091
42 H -5.901 -6.038 10.934  0.064
43 H -4.708 -5.903 12.916  0.144
44 H -3.487 -8.346 11.986  0.124
45 H -4.025 -8.008 13.596  0.131
46 H -0.674 -7.916 11.968  0.077
47 H -1.279 -9.048 13.156  0.082
48 H -0.115 -7.826 13.574  0.081
49 H -2.606 -5.374 11.889  0.051
50 H -2.932 -6.174 10.589  0.098
51 C -5.335 -1.567 7.396  -0.054
52 C -3.959 -1.819 7.946  -0.395
53 C -2.900 -0.715 7.601  -0.183
54 O -2.626 -0.889 6.211  -0.193
55 C -1.613 -0.027 5.714  -0.121
56 N -4.070 -1.917 9.392  0.031
57 H -5.299 -1.686 6.313  0.082
58 H -5.823 -0.662 7.756  0.088
59 H -5.994 -2.393 7.663  0.077
60 H -3.507 -2.739 7.577  0.146
61 H -2.019 -0.884 8.221  0.108
62 H -3.139 0.347 7.635  0.121
63 H -1.869 1.030 5.651  0.078
64 H -1.493 -0.253 4.655  0.087
65 H -0.658 -0.021 6.239  0.085
66 H -3.141 -2.097 9.745  0.078
67 H -4.168 -1.007 9.820  0.064

Computed properties:
Energy: -2057.2011 Ha



(2)
The following is a DFT calculation (ωB97M-V with the def2-TZVPD basis set) of 2 unconnected molecules or ions with the total composition F2H2NOP in a non-equilibrium geometry.

Each line ends with the Löwdin charge.
Positions of all 7 atoms, in Å:
1 N -1.504 0.637 -0.057  -0.139
2 O 1.452 -1.124 -0.852  -0.274
3 F 0.746 1.769 -0.305  -0.166
4 F 0.687 0.189 1.661  -0.177
5 P 0.000 0.421 0.205  0.781
6 H -2.133 -0.087 0.281  0.008
7 H 0.750 -1.805 -0.933  -0.032

Computed properties:
Energy: -672.2570 Ha



(3)
The following is a DFT calculation (ωB97M-V with the def2-TZVPD basis set) of 2 unconnected molecules or ions with the total composition C10H16 in a non-equilibrium geometry.

Each line ends with the Löwdin charge.
Positions of all 26 atoms, in Å:
1 C -2.374 1.205 1.078  -0.323
2 C -2.195 -0.051 1.938  -0.135
3 C -3.412 1.080 -0.002  -0.134
4 H -2.754 1.969 1.767  0.097
5 H -1.338 1.439 0.790  0.094
6 H -2.955 -0.740 2.233  0.051
7 H -3.100 0.455 -0.885  0.081
8 H -1.686 0.220 2.902  0.074
9 H -1.271 -0.627 1.593  0.070
10 H -4.279 0.580 0.400  0.063
11 H -3.638 2.049 -0.455  0.066
12 C 1.583 -2.631 0.229  -0.059
13 C 1.408 -1.205 -0.209  -0.315
14 C 1.818 -0.191 0.605  -0.052
15 C 0.825 -0.953 -1.434  -0.050
16 C 1.830 1.141 0.069  -0.075
17 C 0.836 0.361 -1.917  -0.097
18 C 1.334 1.422 -1.196  -0.105
19 H 1.941 -3.250 -0.613  0.084
20 H 0.718 -3.160 0.585  0.067
21 H 2.526 -0.387 1.413  0.113
22 H 0.272 -1.581 -2.108  0.108
23 H 2.365 1.871 0.674  0.098
24 H 0.284 0.421 -2.850  0.101
25 H 1.327 2.425 -1.606  0.101
26 H 2.315 -2.804 1.031  0.078

Computed properties:
Energy: -390.5899 Ha
SMILES: Cc1ccccc1.CCC



(4)
The following is a DFT calculation (ωB97M-V with the def2-TZVPD basis set) of a molecular structure, C12H27CeClIO5P2 in a non-equilibrium geometry.

Each line ends with the Löwdin charge.
Positions of all 49 atoms, in Å:
1 C 1.896 -1.049 -2.646  0.076
2 C 0.533 -0.891 -2.115  -0.256
3 H 1.971 -0.806 -3.716  0.164
4 H 2.214 -2.087 -2.486  0.125
5 H 2.574 -0.392 -2.083  0.132
6 O -0.480 -0.407 -2.587  0.238
7 I -1.972 -1.324 2.500  0.759
8 Ce 0.052 -0.937 0.315  -0.002
9 P -0.952 -3.377 -0.871  0.782
10 C -2.662 -3.708 -1.392  -0.206
11 C -0.023 -4.249 -2.177  -0.211
12 H 0.145 -4.417 1.041  0.035
13 H -0.810 -5.599 0.076  0.091
14 H -1.633 -4.459 1.211  0.057
15 C -0.800 -4.588 0.508  -0.202
16 H 1.043 -4.288 -1.909  0.066
17 H -0.431 -5.268 -2.253  0.087
18 H -2.761 -4.786 -1.599  0.095
19 H -2.892 -3.132 -2.299  0.074
20 H -0.135 -3.725 -3.137  0.070
21 H -3.357 -3.417 -0.593  0.072
22 C -2.292 -0.702 -0.688  -0.179
23 O -3.317 -0.515 -1.189  0.207
24 Cl 2.151 -2.322 0.941  0.244
25 C 3.811 2.428 1.424  -0.039
26 C 3.136 1.230 0.796  -0.259
27 O 1.992 1.589 -0.060  -0.299
28 P 0.450 1.938 0.519  0.822
29 O 0.633 3.347 1.321  -0.218
30 C -0.105 3.608 2.572  -0.213
31 C -0.268 2.382 3.437  -0.092
32 O -0.201 2.396 -0.928  -0.276
33 C -1.254 3.383 -1.117  -0.216
34 C -2.499 3.143 -0.307  -0.048
35 H 4.269 3.073 0.667  0.106
36 H 4.613 2.048 2.067  0.109
37 H 3.116 3.016 2.037  0.080
38 H 3.831 0.711 0.126  0.129
39 H 2.821 0.507 1.559  0.085
40 H 0.452 4.383 3.113  0.144
41 H -1.091 4.017 2.306  0.120
42 H 0.680 1.855 3.609  0.092
43 H -0.652 2.724 4.405  0.112
44 H -0.992 1.662 3.027  0.014
45 H -0.825 4.373 -0.925  0.139
46 H -1.478 3.337 -2.188  0.138
47 H -2.292 3.053 0.762  0.064
48 H -3.174 3.993 -0.437  0.114
49 H -3.032 2.248 -0.638  0.070

Computed properties:
Charge: +3
Energy: -2764.2289 Ha